The following is a DFT calculation (the ωB97M-V functional and the def2-TZVPD basis) of a molecular structure, C28H48Cl2F3N3OS.

```
86
Properties=species:S:1:pos:R:3
C 5.13 2.07 0.64
C 3.60 2.02 0.55
Cl 2.89 3.68 0.51
C 3.05 1.18 -0.66
Cl 4.35 0.51 -1.71
C 2.00 0.15 -0.24
C 0.73 0.32 -0.88
C -0.37 -0.44 -0.68
C -1.63 -0.13 -1.49
C -2.95 -0.60 -0.87
C -3.34 0.17 0.42
C -4.21 -0.67 1.37
N -5.59 -0.84 0.93
C -0.24 -1.48 0.29
N -1.20 -2.36 0.67
S -0.43 -3.24 1.78
N 1.05 -2.66 1.84
C 1.03 -1.65 0.93
C 2.19 -0.87 0.67
C 3.48 -1.17 1.41
C 4.48 -2.18 0.74
O 5.67 -1.59 0.25
C 3.90 -3.09 -0.35
F 3.62 -2.45 -1.49
F 4.88 -3.98 -0.68
F 2.87 -3.83 0.06
H 5.55 1.07 0.74
H 5.56 2.60 -0.22
H 5.40 2.67 1.53
H 3.24 1.58 1.49
H 2.54 1.91 -1.29
H 0.64 1.13 -1.61
H -1.67 0.97 -1.58
H -1.48 -0.49 -2.52
H -3.02 -1.69 -0.75
H -3.74 -0.36 -1.61
H -3.99 1.00 0.09
H -2.48 0.63 0.91
H -4.24 -0.11 2.33
H -3.75 -1.64 1.60
H -5.81 -1.78 0.65
H -5.87 -0.16 0.23
H 3.18 -1.63 2.36
H 4.05 -0.28 1.68
H 4.80 -2.87 1.55
H 6.14 -1.27 1.03
C 0.27 10.07 -1.29
C 1.78 9.88 -1.33
C 2.28 9.25 -2.63
C 1.75 7.84 -2.91
C 2.05 6.81 -1.83
C 3.55 6.57 -1.61
H -0.26 9.12 -1.34
H -0.03 10.56 -0.35
H -0.06 10.70 -2.11
H 2.10 9.28 -0.47
H 2.26 10.85 -1.21
H 3.37 9.23 -2.61
H 2.00 9.90 -3.46
H 2.18 7.50 -3.86
H 0.67 7.88 -3.07
H 1.59 5.86 -2.12
H 1.59 7.10 -0.88
H 4.02 6.23 -2.54
H 3.70 5.79 -0.86
H 4.05 7.47 -1.27
C -3.34 -9.54 2.14
C -4.55 -8.62 2.01
C -4.65 -7.93 0.66
C -3.49 -7.00 0.31
C -3.25 -5.87 1.31
C -4.42 -4.91 1.44
H -2.40 -8.98 2.05
H -3.33 -10.03 3.11
H -3.35 -10.31 1.37
H -4.53 -7.88 2.82
H -5.45 -9.22 2.17
H -5.59 -7.37 0.61
H -4.72 -8.69 -0.13
H -3.68 -6.56 -0.67
H -2.57 -7.58 0.21
H -2.37 -5.30 0.99
H -3.00 -6.28 2.30
H -4.66 -4.45 0.47
H -4.18 -4.10 2.14
H -5.32 -5.41 1.81
```

Calculated values
Strongest force on any atom ... 1.9 eV/Å
Relative energy (zero: lowest compared OMol25 entry of this formula, charge and spin) ... 0.399 eV
Frontier orbital gap ... 8.14 eV

These are the Mulliken partial charges, in e, on atoms 1 to 5: -1.436, 0.246, -0.215, -0.841, -0.119



The following is a DFT calculation (the ωB97M-V functional and the def2-TZVPD basis) of 6 unconnected molecules or ions with the total composition C28H48F12O14.

```
102
Properties=species:S:1:pos:R:3
C 6.59 5.27 -2.04
O 7.97 5.47 -2.31
C 8.81 5.80 -1.26
C 10.30 5.80 -1.77
O 10.47 6.82 -2.72
C 11.52 6.66 -3.58
C 11.96 8.01 -4.26
O 12.95 7.74 -5.26
C 12.42 7.17 -6.44
H 6.04 6.21 -1.94
H 6.46 4.45 -1.34
H 6.19 4.92 -2.99
H 8.72 5.00 -0.52
H 8.58 6.71 -0.71
H 10.50 4.83 -2.23
H 10.98 5.99 -0.94
H 11.46 5.83 -4.28
H 12.42 6.40 -3.02
H 12.31 8.70 -3.50
H 11.13 8.54 -4.73
H 13.05 7.36 -7.31
H 11.49 7.71 -6.64
H 12.16 6.11 -6.40
C 13.22 11.07 2.86
O 14.33 11.70 3.43
C 14.67 12.90 2.61
C 15.29 12.52 1.29
O 15.70 13.70 0.56
C 16.55 13.52 -0.58
C 18.07 13.42 -0.18
O 18.93 13.25 -1.31
C 18.80 11.99 -1.97
H 12.33 11.70 2.81
H 13.09 10.17 3.46
H 13.34 10.79 1.82
H 15.43 13.46 3.15
H 13.88 13.66 2.62
H 14.68 11.85 0.68
H 16.12 11.86 1.54
H 16.48 14.33 -1.31
H 16.17 12.64 -1.09
H 18.17 12.63 0.56
H 18.25 14.27 0.49
H 19.56 11.83 -2.73
H 17.85 11.95 -2.52
H 18.92 11.11 -1.33
C 20.75 15.89 7.00
C 19.68 16.21 6.03
O 18.65 16.97 6.54
C 18.63 18.35 6.34
O 19.58 19.04 5.79
C 17.27 19.07 6.73
F 17.49 19.62 7.84
F 17.14 20.01 5.79
F 16.29 18.18 6.77
H 21.50 16.67 7.09
H 21.34 15.00 6.77
H 20.39 15.77 8.02
H 19.26 15.23 5.77
H 20.22 16.63 5.18
C 27.00 14.65 -1.62
C 26.61 16.10 -1.97
O 26.50 16.86 -0.86
C 26.30 18.19 -0.83
O 26.42 18.95 -1.82
C 25.80 18.74 0.48
F 25.79 17.87 1.49
F 26.37 19.86 0.82
F 24.50 19.12 0.36
H 26.10 14.12 -1.33
H 27.56 14.60 -0.69
H 27.41 14.18 -2.52
H 25.77 16.02 -2.66
H 27.50 16.50 -2.47
C 7.74 13.64 -2.15
C 7.50 15.12 -2.18
O 8.21 15.67 -1.06
C 9.05 16.75 -1.19
O 9.39 17.23 -2.30
C 9.24 17.55 0.07
F 8.63 17.01 1.08
F 10.52 17.75 0.32
F 8.67 18.74 -0.13
H 8.81 13.51 -2.01
H 7.45 13.16 -3.08
H 7.05 13.17 -1.44
H 6.45 15.25 -1.91
H 7.87 15.44 -3.15
C 3.64 0.98 9.23
C 4.86 0.87 8.33
O 5.44 2.15 8.12
C 6.43 2.71 8.93
O 6.98 2.09 9.87
C 6.77 4.17 8.50
F 8.05 4.38 8.65
F 6.39 4.41 7.28
F 6.25 4.95 9.49
H 3.01 0.16 8.87
H 3.11 1.89 8.99
H 3.90 0.84 10.29
H 4.53 0.55 7.35
H 5.67 0.24 8.70
```

Calculated values
Strongest force on any atom ... 6.8 eV/Å
Relative energy (zero: lowest compared OMol25 entry of this formula, charge and spin) ... 1.496 eV
SMILES ... CCOC(=O)C(F)(F)F.CCOC(=O)C(F)(F)F.CCOC(=O)C(F)(F)F.CCOC(=O)C(F)(F)F.COCCOCCOC.COCCOCCOC
Frontier orbital gap ... 9.85 eV

These are the Mulliken partial charges, in e, on atoms 1 to 5: -0.779, -0.285, -0.510, -0.562, -0.287



The following is a DFT calculation (the ωB97M-V functional and the def2-TZVPD basis) of 8 unconnected molecules or ions with the total composition C28H48FO18S3.

```
98
Properties=species:S:1:pos:R:3
F 22.96 17.56 12.81
C 24.78 19.20 16.40
C 25.94 18.79 15.42
C 25.55 18.81 13.99
O 26.54 19.52 13.36
C 27.32 20.07 14.28
O 28.30 20.85 13.89
O 26.98 19.69 15.48
H 25.16 19.64 17.33
H 24.21 18.46 16.54
H 24.42 20.05 16.11
H 26.31 17.72 15.54
H 24.59 19.23 13.64
H 25.53 17.92 13.64
C 19.50 14.61 14.69
C 19.33 15.06 13.18
C 20.55 15.04 12.26
O 20.54 13.86 11.61
C 19.36 13.32 11.78
O 18.95 12.28 11.24
O 18.64 14.10 12.55
H 19.79 13.54 14.80
H 18.65 14.73 15.20
H 20.20 15.34 15.01
H 18.73 15.88 13.04
H 21.56 15.18 12.94
H 20.52 15.99 11.58
C 25.57 13.08 15.05
C 25.18 14.52 15.06
C 23.72 14.93 15.22
O 23.64 15.36 16.59
C 24.86 15.57 17.01
O 25.07 16.17 18.03
O 25.76 15.12 16.22
H 25.15 12.49 15.63
H 26.66 13.07 15.03
H 25.24 12.61 14.16
H 25.41 14.82 13.96
H 22.94 14.26 14.97
H 23.40 15.95 14.75
C 19.82 18.20 15.74
C 21.10 19.09 15.43
C 21.15 20.08 14.25
O 20.73 21.25 14.96
C 20.86 21.13 16.29
O 20.74 21.99 17.05
O 21.24 19.90 16.56
H 18.93 18.89 15.98
H 20.05 17.60 16.68
H 19.65 17.64 15.05
H 22.05 18.56 15.44
H 20.50 19.76 13.15
H 22.20 20.17 14.01
C 24.14 22.09 12.98
C 24.10 21.21 11.79
C 23.27 21.96 10.68
S 23.83 23.58 10.88
O 22.73 24.50 10.75
O 25.01 23.66 10.01
C 24.35 23.60 12.55
H 25.02 21.73 13.84
H 23.15 21.90 13.39
H 23.61 20.26 11.87
H 25.16 21.03 11.57
H 22.18 22.09 11.07
H 22.86 21.43 9.62
H 23.86 24.44 13.25
H 25.37 23.78 12.52
C 20.05 18.90 7.85
C 21.44 19.38 8.47
C 21.26 18.89 9.90
S 19.69 19.53 10.34
O 19.74 20.86 10.89
O 18.97 18.59 11.10
C 19.04 19.54 8.62
H 20.13 17.98 7.69
H 19.94 19.35 6.88
H 21.63 20.46 8.32
H 22.18 18.73 7.95
H 22.07 19.26 10.74
H 21.08 17.90 9.91
H 18.67 20.63 8.45
H 18.06 18.92 8.44
C 24.66 13.19 9.13
C 24.08 13.41 10.48
C 24.41 14.97 10.79
S 23.77 15.67 9.32
O 24.51 16.93 9.00
O 22.32 15.58 9.34
C 24.25 14.42 8.30
H 24.19 12.36 8.71
H 25.72 13.13 9.45
H 24.53 12.82 11.09
H 23.13 13.28 10.44
H 25.44 15.01 10.97
H 23.65 15.34 11.49
H 25.06 14.86 7.76
H 23.48 14.23 7.61
```

Calculated values
Strongest force on any atom ... 11.3 eV/Å
Total charge ... -1
Frontier orbital gap ... 8.42 eV

These are the Mulliken partial charges, in e, on atoms 1 to 5: -0.634, -2.248, 1.411, -0.510, -0.349



The following is a DFT calculation (the ωB97M-V functional and the def2-TZVPD basis) of C28H48N2O4 in the gas phase.

```
82
Properties=species:S:1:pos:R:3
C -6.14 -2.22 -1.52
H -6.81 -1.37 -1.66
H -5.46 -2.25 -2.37
H -6.73 -3.13 -1.52
C -5.35 -2.09 -0.22
N -4.60 -0.85 -0.21
C -5.38 0.33 0.11
H -6.44 0.10 0.04
H -5.17 0.69 1.12
C -5.11 1.46 -0.90
O -6.23 1.56 -1.76
H -6.04 2.18 -2.47
C -4.87 2.81 -0.20
O -3.88 2.77 0.80
C -2.56 2.67 0.46
C -1.68 2.49 1.52
C -0.32 2.39 1.32
C 0.20 2.48 0.03
C -0.68 2.65 -1.04
C -2.05 2.74 -0.83
H -2.69 2.89 -1.69
H -0.28 2.71 -2.04
O 1.52 2.41 -0.30
C 2.48 2.46 0.74
H 2.23 3.26 1.45
H 2.55 1.50 1.27
C 3.83 2.79 0.09
O 3.76 4.02 -0.59
H 3.00 3.97 -1.18
C 4.27 1.66 -0.87
N 4.71 0.48 -0.14
C 6.14 0.27 -0.20
C 6.90 1.29 0.65
H 6.78 2.29 0.26
H 6.52 1.26 1.67
H 7.96 1.04 0.67
H 6.36 -0.73 0.18
H 6.52 0.32 -1.24
C 3.88 -0.70 -0.35
C 3.98 -1.67 0.84
C 2.98 -2.81 0.67
C 3.24 -3.56 -0.64
C 3.17 -2.60 -1.83
C 4.17 -1.46 -1.66
H 5.18 -1.87 -1.63
H 4.10 -0.78 -2.50
H 3.37 -3.14 -2.75
H 2.16 -2.19 -1.90
H 2.50 -4.36 -0.76
H 4.23 -4.02 -0.60
H 3.06 -3.50 1.51
H 1.97 -2.40 0.65
H 4.99 -2.08 0.90
H 3.78 -1.12 1.76
H 2.85 -0.34 -0.39
H 3.43 1.43 -1.53
H 5.08 2.06 -1.49
H 4.58 2.92 0.87
H 0.33 2.25 2.17
H -2.09 2.44 2.52
H -5.79 3.09 0.33
H -4.65 3.59 -0.94
H -4.21 1.18 -1.48
C -3.29 -0.87 0.42
C -2.27 -1.63 -0.43
C -0.87 -1.45 0.17
C -0.83 -1.95 1.61
C -1.88 -1.23 2.46
C -3.27 -1.41 1.86
H -3.54 -2.47 1.86
H -4.01 -0.88 2.47
H -1.86 -1.62 3.48
H -1.64 -0.17 2.50
H 0.16 -1.79 2.03
H -1.03 -3.02 1.62
H -0.14 -1.99 -0.44
H -0.60 -0.39 0.14
H -2.51 -2.69 -0.46
H -2.30 -1.25 -1.45
H -2.96 0.17 0.46
H -4.66 -2.92 -0.15
H -6.04 -2.16 0.64
```

Calculated values
Strongest force on any atom ... 0.8 eV/Å
Relative energy (zero: lowest compared OMol25 entry of this formula, charge and spin) ... 0.047 eV
SMILES ... CCN(C[C@@H](O)COc1ccc(OC[C@H](O)CN(CC)C2CCCCC2)cc1)C1CCCCC1
Frontier orbital gap ... 8.54 eV

These are the Mulliken partial charges, in e, on atoms 1 to 5: -1.312, 0.260, 0.282, 0.465, -0.684